(1)
Here is a molecular structure, C20H36BrCl2FInNO8P2S2 in a non-equilibrium geometry from the Open Molecules 2025 dataset. Energies are from ωB97M-V with the def2-TZVPD basis set.

Properties
Net charge: +2
Gap between HOMO and LUMO, eV: 2.7
LUMO energy, eV: -11.27

Cartesian coordinates (Å):
C  -1.31709  5.19917  4.35534
C  -2.24722  3.90147  4.54439
O  -1.50636  2.65325  4.68987
C  -2.40552  1.53890  4.63536
O  -3.65439  1.68865  4.77028
C  -1.82629  0.06686  4.40575
C  -0.23287  0.05395  4.19139
C  0.29353  -1.45515  3.85806
N  0.86195  -1.60119  2.49447
C  0.64719  -2.91805  1.90004
O  0.44773  -3.96643  2.59582
O  0.57372  -3.13335  0.51672
C  2.26081  -1.10601  2.34903
F  2.73909  -0.54940  3.60818
S  3.31359  -2.60295  2.08587
C  2.31483  0.02471  1.13550
S  2.95627  1.55507  2.09248
O  0.98559  0.11109  0.70633
C  0.51645  0.91349  -0.33785
O  1.08778  0.82288  -1.63014
C  0.52119  -0.13922  -2.52888
C  -0.50550  0.48204  -3.64329
C  0.17522  0.41780  -5.12113
C  -1.86378  -0.41706  -3.76287
C  -1.58485  -1.96601  -4.07689
C  -1.64740  -2.32464  -5.66825
C  -2.83315  -2.79736  -3.41544
P  0.53399  2.83884  -0.05961
O  -0.77679  3.37660  -1.04870
Cl  0.08949  3.41270  1.88516
P  -1.38928  0.51184  -0.43509
O  -1.59408  -1.22152  -0.28970
Cl  -2.46120  1.26511  1.20365
C  3.50228  -0.19669  0.09039
Br  4.09152  1.59545  -0.66126
C  3.31304  -1.32297  -1.02650
C  4.00708  -0.91860  -2.44793
H  -0.20259  5.00866  4.53417
H  -1.43890  5.57084  3.27610
H  -1.68255  6.04771  5.03488
H  -2.88517  4.04161  5.47914
H  -2.89599  3.80481  3.60032
H  -2.34158  -0.49076  3.53574
H  -2.10056  -0.53661  5.34983
H  0.22480  0.29113  5.22680
H  0.15340  0.82493  3.44666
H  0.92962  -1.89379  4.70740
H  -0.67715  -2.08937  3.87105
H  4.62771  -2.25619  2.39154
H  4.30514  1.23616  2.24471
H  0.13383  -1.11951  -2.07128
H  1.40110  -0.49882  -3.19498
H  -0.74965  1.57737  -3.42398
H  -0.70341  0.32458  -5.85877
H  0.77382  1.35025  -5.38338
H  0.79015  -0.54962  -5.25216
H  -2.45417  0.00773  -4.64776
H  -2.51537  -0.27043  -2.82106
H  -0.64551  -2.39814  -3.59740
H  -2.01774  -3.39317  -5.85331
H  -0.56770  -2.29767  -6.07557
H  -2.32852  -1.57194  -6.20368
H  -3.42628  -3.34709  -4.23927
H  -3.59327  -2.11114  -2.89558
H  -2.47493  -3.59606  -2.68441
H  -1.47885  3.61473  -0.39081
H  -2.56514  -1.36027  -0.07499
H  4.45248  -0.48023  0.68716
H  2.25502  -1.73161  -1.14629
H  3.94011  -2.23156  -0.67696
H  5.10211  -0.66990  -2.19286
H  4.03679  -1.82967  -3.15356
H  3.49189  -0.04613  -2.96516
In  -4.25954  -0.72412  -0.54281



(2)
Here is C3H4ClNS in the gas phase in a non-equilibrium geometry from the Open Molecules 2025 dataset. Energies are from ωB97M-V with the def2-TZVPD basis set.

Properties
Net charge: 0
Gap between HOMO and LUMO, eV: 8.8
Structure (SMILES): S/N=C/C=C/Cl
Relative energy (zero: lowest compared OMol25 entry of this formula, charge and spin), kcal/mol: 27.7
LUMO energy, eV: 0.07

Cartesian coordinates (Å):
S  -2.47131  -0.11762  -1.51623
N  -0.91429  0.20282  -0.81106
C  -0.72015  -0.17435  0.39946
C  0.57463  0.01957  1.03661
C  1.68869  0.03716  0.26519
Cl  3.26180  0.09143  1.08107
H  -2.14294  0.44669  -2.69607
H  -1.59864  -0.67330  0.95835
H  0.57303  0.03350  2.12856
H  1.74918  0.13409  -0.84587



(3)
Here is 2 unconnected molecules or ions with the total composition CH6NS in a non-equilibrium geometry from the Open Molecules 2025 dataset. Energies are from ωB97M-V with the def2-TZVPD basis set.

Properties
Net charge: -1
Gap between HOMO and LUMO, eV: 6.7
Relative energy (zero: lowest compared OMol25 entry of this formula, charge and spin), kcal/mol: 12.6
LUMO energy, eV: 4.51

Cartesian coordinates (Å):
N  0.64935  -1.70697  -0.27429
H  -0.22785  -1.22890  -0.53127
H  0.24487  -2.55776  0.12254
H  1.09654  -1.28274  0.52664
C  -0.26461  1.40811  0.01952
S  -1.83228  1.05218  -0.80798
H  -0.47027  2.26429  0.68361
H  0.76880  1.44260  -0.42969
H  0.03545  0.60919  0.69092



(4)
Here is a molecular structure, C4H12NSe in a non-equilibrium geometry from the Open Molecules 2025 dataset. Energies are from ωB97M-V with the def2-TZVPD basis set.

Properties
Net charge: +1
Gap between HOMO and LUMO (spin up / spin down), eV: 7.4 / 8.1
Relative energy (zero: lowest compared OMol25 entry of this formula, charge and spin), kcal/mol: 80.5
LUMO energy (spin up / spin down), eV: -4.80 / -4.37

Cartesian coordinates (Å):
C  -1.15818  1.11763  1.09266
C  -0.98703  0.73657  -1.35220
C  3.44938  -0.63426  0.49450
C  0.54416  -0.51414  0.10026
N  -0.75703  0.18208  -0.03791
Se  2.21506  0.13012  -0.51365
H  -0.43883  1.86085  0.96835
H  -2.23916  1.20653  0.82936
H  -1.02443  0.66970  2.09828
H  -0.20168  1.56797  -1.50314
H  -0.94220  -0.09960  -2.07530
H  -2.03651  0.98367  -1.32396
H  4.48905  -0.54670  0.07715
H  -1.91840  -2.42854  -0.56727
H  3.35119  -0.85012  1.48819
H  0.63906  -0.82529  1.12771
H  -1.58550  -1.89593  -1.02681
H  -1.39894  -0.66055  0.12378



(5)
Here is 2 unconnected molecules or ions with the total composition C5H11NO3 in a non-equilibrium geometry from the Open Molecules 2025 dataset. Energies are from ωB97M-V with the def2-TZVPD basis set.

Properties
Net charge: 0
Gap between HOMO and LUMO (spin up / spin down), eV: 8.8 / 8.0
Relative energy (zero: lowest compared OMol25 entry of this formula, charge and spin), kcal/mol: 105.2
LUMO energy (spin up / spin down), eV: 0.81 / 0.73

Cartesian coordinates (Å):
C  1.16994  -1.52992  0.16400
C  -0.84999  0.14491  -2.15694
C  2.54490  -0.97019  0.15422
C  -2.08392  0.59392  1.22037
N  0.34380  -0.04998  -1.37473
C  -0.81393  1.36209  0.98084
O  0.22565  -1.16007  -0.62377
O  0.24032  0.79269  1.63202
O  -0.74301  2.45567  0.47526
H  1.02498  1.34848  1.51201
H  0.89248  -2.36681  0.79350
H  -0.58070  0.11289  -3.20969
H  -1.62331  -0.60410  -1.94426
H  -1.25320  1.14055  -1.92937
H  2.53207  -0.03689  -0.40995
H  3.24041  -1.66464  -0.32779
H  2.89765  -0.79831  1.17305
H  -2.86544  0.98370  0.57472
H  -1.92269  -0.46336  1.02897
H  -2.37602  0.70937  2.26755



(6)
Here is 2 unconnected molecules or ions with the total composition C4H9NO in a non-equilibrium geometry from the Open Molecules 2025 dataset. Energies are from ωB97M-V with the def2-TZVPD basis set.

Properties
Net charge: 0
Gap between HOMO and LUMO (spin up / spin down), eV: 9.0 / 9.0
Relative energy (zero: lowest compared OMol25 entry of this formula, charge and spin), kcal/mol: 117.1
LUMO energy (spin up / spin down), eV: 0.75 / 0.75

Cartesian coordinates (Å):
C  -1.31580  0.20127  0.87885
C  0.98950  1.30827  -0.10408
N  -0.24506  -1.23005  -1.36069
C  0.62906  -1.19122  -0.36254
C  0.69025  -0.05648  0.48463
O  -1.12911  -0.30314  -1.48451
H  -0.48286  -2.14809  -1.74652
H  1.09934  -2.12991  -0.10224
H  1.24329  -0.25525  1.40185
H  -1.01767  0.68002  1.80524
H  -1.85484  0.91011  0.26469
H  -1.82984  -0.73741  1.05339
H  0.38311  1.48631  -0.98793
H  0.79107  2.09439  0.62734
H  2.04954  1.37118  -0.36745



(7)
Here is a molecular structure, C12H16CdN7 in a non-equilibrium geometry from the Open Molecules 2025 dataset. Energies are from ωB97M-V with the def2-TZVPD basis set.

Properties
Net charge: +1
Gap between HOMO and LUMO, eV: 9.9
Relative energy (zero: lowest compared OMol25 entry of this formula, charge and spin), kcal/mol: 20.8
LUMO energy, eV: -2.23

Cartesian coordinates (Å):
Cd  8.78977  11.32244  5.00808
N  9.98538  11.43586  6.92081
C  9.93394  12.71396  7.58124
C  10.79841  13.79047  7.29757
C  10.49633  14.99525  7.90383
C  9.50435  15.12030  8.84934
C  8.76593  14.03007  9.24105
C  8.94201  12.84760  8.54254
H  10.96973  11.09552  6.89988
H  9.44551  10.79409  7.46955
H  11.57321  13.66538  6.57925
H  11.01411  15.90930  7.58697
H  9.34997  16.08995  9.33316
H  7.96838  14.09870  9.97076
H  8.39071  11.96449  8.84603
C  6.20637  16.18668  4.91533
C  7.77020  16.09364  4.54625
C  8.22130  14.72472  4.65613
N  8.53964  13.63575  4.80460
H  5.86571  17.15563  5.21810
H  5.98927  15.55046  5.80781
H  5.54760  15.96957  4.01489
H  8.32898  16.72683  5.21115
H  7.95074  16.50646  3.58397
N  4.72006  6.84558  8.03540
C  5.51651  7.68763  7.31741
N  5.72887  7.38123  6.09603
N  6.06761  8.74261  7.91191
C  6.72827  9.64864  7.17903
N  7.25086  10.50377  6.58819
H  4.13174  6.22271  7.49970
H  4.34895  7.28934  8.86903
H  5.07045  6.79806  5.57812
H  6.29778  7.94602  5.51215
N  7.91798  8.87085  3.30121
C  8.31621  9.89817  3.65724



(8)
Here is C3H7NO3 in the gas phase in a non-equilibrium geometry from the Open Molecules 2025 dataset. Energies are from ωB97M-V with the def2-TZVPD basis set.

Properties
Net charge: 0
Gap between HOMO and LUMO, eV: 10.7
Structure (SMILES): C/N=C/C(O)(O)O
Relative energy (zero: lowest compared OMol25 entry of this formula, charge and spin), kcal/mol: 64.5
LUMO energy, eV: 0.75

Cartesian coordinates (Å):
C  -0.33875  1.91015  1.00958
N  -0.48516  0.68732  0.08035
C  0.40877  -0.16631  0.20241
C  0.33299  -1.46477  -0.72427
O  -0.74379  -1.65749  -1.64284
O  0.25103  -2.54832  0.11855
O  1.44290  -1.53751  -1.53681
H  -0.56675  2.85856  0.61794
H  0.69078  1.98491  1.42058
H  -1.23872  1.79936  1.70978
H  1.34297  -0.19436  0.83289
H  -1.49610  -1.43072  -1.10507
H  1.07798  -2.65398  0.73856
H  1.17114  -1.40759  -2.46595



(9)
Here is 2 unconnected molecules or ions with the total composition CH8N2OSi in a non-equilibrium geometry from the Open Molecules 2025 dataset. Energies are from ωB97M-V with the def2-TZVPD basis set.

Properties
Net charge: 0
Gap between HOMO and LUMO (spin up / spin down), eV: 9.3 / 8.4
Relative energy (zero: lowest compared OMol25 entry of this formula, charge and spin), kcal/mol: 199.9
LUMO energy (spin up / spin down), eV: 0.38 / 0.25

Cartesian coordinates (Å):
C  -2.58356  0.85502  -0.06280
N  2.66016  -0.01716  -0.64026
N  -2.51681  -1.17916  -0.89234
O  -2.77237  -0.39113  0.10666
Si  1.30108  -0.13242  0.45256
H  -2.07470  1.26807  -0.93979
H  1.69519  0.20232  1.80974
H  -2.55150  1.44028  0.89252
H  3.55123  -0.29201  -0.52898
H  2.69882  0.66476  -1.34968
H  -3.10862  -2.09338  -0.78592
H  1.10420  -1.55875  0.26354
H  0.01898  0.66345  0.29224



(10)
Here is 6 unconnected molecules or ions with the total composition H12O6 in a non-equilibrium geometry from the Open Molecules 2025 dataset. Energies are from ωB97M-V with the def2-TZVPD basis set.

Properties
Net charge: 0
Gap between HOMO and LUMO, eV: 11.7
Structure (SMILES): O.O.O.O.O.O
Relative energy (zero: lowest compared OMol25 entry of this formula, charge and spin), kcal/mol: 22.7
LUMO energy, eV: 0.49

Cartesian coordinates (Å):
O  -1.63196  -0.28355  -2.58789
H  -1.53323  -1.04651  -2.00305
H  -2.46545  0.07868  -2.23821
O  -1.28629  0.73680  2.00701
H  -0.73019  1.18846  1.35335
H  -0.78320  -0.01958  2.34342
O  0.06806  0.84314  -0.35284
H  0.86052  1.13400  -0.86930
H  -0.59972  0.51210  -0.96507
O  2.18975  0.47216  1.64638
H  2.82616  1.20583  1.75827
H  1.58224  0.76556  0.94589
O  2.43364  -0.21123  -1.06308
H  1.90717  -0.78329  -0.50397
H  3.33844  -0.47865  -0.87324
O  -1.96967  -1.43721  0.09084
H  -1.60691  -0.76617  0.67867
H  -2.59935  -1.91053  0.63283



(11)
Here is a molecular structure, C15H18LuNO10 in a non-equilibrium geometry from the Open Molecules 2025 dataset. Energies are from ωB97M-V with the def2-TZVPD basis set.

Properties
Net charge: 0
Gap between HOMO and LUMO, eV: 8.2
Relative energy (zero: lowest compared OMol25 entry of this formula, charge and spin), kcal/mol: 0.0
LUMO energy, eV: -0.84

Cartesian coordinates (Å):
Lu  1.11102  0.39641  0.22705
O  1.68342  4.49842  1.93289
C  1.33526  3.25168  1.65480
O  1.21068  2.80977  0.53398
C  1.02877  2.42364  2.88085
O  1.16906  1.03547  2.61482
C  2.55682  0.54465  2.77585
C  3.41990  1.16006  1.64458
O  4.02898  2.18170  1.87946
O  3.24063  0.56588  0.48621
H  1.87254  4.92380  1.08809
H  -0.02321  2.60308  3.11844
H  1.65390  2.73875  3.71694
H  2.46098  -0.53599  2.69995
H  2.97786  0.87089  3.72677
O  0.87156  0.55457  -1.97493
C  -0.14557  0.72677  -2.67179
C  -1.48466  0.88064  -2.21196
C  -2.46509  0.89880  -3.23271
C  -3.77745  0.98998  -2.88300
C  -4.17906  1.06952  -1.54034
C  -3.24941  1.07424  -0.54079
C  -1.85634  0.99729  -0.83420
O  -0.97908  1.04666  0.08972
N  -4.81059  1.00114  -3.94540
O  -4.43258  0.93525  -5.10192
O  -5.97698  1.02503  -3.59058
H  0.00007  0.75556  -3.75943
H  -2.17974  0.83145  -4.27292
H  -5.23491  1.12940  -1.31965
H  -3.55407  1.13958  0.49374
C  0.45026  -2.99004  -0.87936
C  0.92102  -2.78975  0.55550
C  0.12682  -3.69342  1.49110
C  2.40335  -3.11073  0.67194
O  0.69227  -1.44266  0.91658
H  0.54859  -4.03290  -1.19394
H  1.03083  -2.39446  -1.59303
H  -0.59874  -2.70533  -0.98552
H  0.31486  -4.75020  1.28709
H  -0.94545  -3.51859  1.39176
H  0.40161  -3.49427  2.52787
H  2.61583  -4.12162  0.31343
H  2.73066  -3.05370  1.71293
H  3.03537  -2.42643  0.09912



(12)
Here is C23H25N3O4 in the gas phase from the Open Molecules 2025 dataset. Energies are from ωB97M-V with the def2-TZVPD basis set.

Properties
Net charge: 0
Gap between HOMO and LUMO, eV: 8.8
Structure (SMILES): C=CCN(CC=C)C(=O)CN1C(=O)N[C@@](C)(c2ccc3cc(OC)ccc3c2)C1=O
Relative energy (zero: lowest compared OMol25 entry of this formula, charge and spin), kcal/mol: 47.4
LUMO energy, eV: 0.47

Cartesian coordinates (Å):
C  -2.57626  0.27418  -2.79974
C  -1.48709  1.00400  -2.94399
C  -1.45946  2.50211  -2.90625
N  -0.44684  2.98587  -1.97893
C  -0.83471  2.98865  -0.58608
C  -1.00796  1.60153  -0.03479
C  -1.97082  1.25009  0.79513
C  0.75736  3.32860  -2.48504
O  0.96112  3.42469  -3.67764
C  1.88570  3.63500  -1.49321
N  2.14975  2.55605  -0.56806
C  2.29203  2.76899  0.81158
O  2.12126  3.82374  1.36687
N  2.63055  1.58008  1.34871
C  2.71480  0.50995  0.38297
C  4.12961  -0.07716  0.31917
C  1.68222  -0.58022  0.60972
C  1.50457  -1.55977  -0.38697
C  0.57279  -2.54638  -0.23457
C  -0.22836  -2.61883  0.92345
C  -1.19660  -3.62881  1.09804
C  -1.96761  -3.66473  2.23371
O  -2.92698  -4.58714  2.50927
C  -3.16754  -5.60600  1.56940
C  -1.78854  -2.67953  3.23438
C  -0.85797  -1.69740  3.08511
C  -0.04955  -1.63552  1.92808
C  0.91138  -0.62391  1.74301
C  2.39176  1.26076  -0.92015
O  2.35003  0.80175  -2.03028
H  -2.55216  -0.80058  -2.84905
H  -3.54227  0.72261  -2.63238
H  -0.52229  0.54438  -3.11186
H  -2.43419  2.90455  -2.61833
H  -1.18497  2.88171  -3.89603
H  -0.09476  3.52832  0.00831
H  -1.78189  3.53511  -0.49607
H  -0.27518  0.87834  -0.36276
H  -2.04923  0.24844  1.18015
H  -2.71578  1.95392  1.12902
H  1.66798  4.52613  -0.89700
H  2.77662  3.82330  -2.10182
H  2.85659  1.47118  2.32167
H  4.33559  -0.64772  1.22230
H  4.86189  0.72236  0.22639
H  4.21747  -0.73280  -0.54194
H  2.09080  -1.50337  -1.29022
H  0.43699  -3.28613  -1.00992
H  -1.30754  -4.36259  0.31488
H  -3.50113  -5.19610  0.61071
H  -3.96012  -6.21946  1.99448
H  -2.27720  -6.22293  1.41092
H  -2.41404  -2.73901  4.11106
H  -0.72883  -0.94731  3.85177
H  1.00904  0.12702  2.51280



no.,DFT total energy (Ha)
1,-6702.79043
2,-1029.78586
3,-494.64445
4,-2615.33579
5,-477.45785
6,-287.64578
7,-1017.70573
8,-398.93491
9,-516.94534
10,-458.63628
11,-2625.19665
12,-1356.70323